[1]
The following is a quantum chemistry calculation of a 10-piece molecular cluster, C34H92N4O10 overall, from the OMol25 dataset.

As for the SMILES: COC[C@H](C)N.COC[C@H](C)N.COC[C@H](C)N.COC[C@H](C)N.CC(C)O.CC(C)O.CC(C)O.CC(C)O.CC(C)O.CC(C)O. The total charge is 0. As for the multiplicity: 1. As for the gap between HOMO and LUMO: 8.598 eV. As for the HOMO energy: -0.304 Ha.

Last column: Mulliken charge in e.
Geometry (Å):
C 3.5082 1.7091 0.3953  -0.80
O 2.9277 2.5194 -0.6161  0.27
C 2.8166 1.8926 -1.8597  0.72
C 4.1436 1.8439 -2.6426  0.98
C 4.8295 3.1960 -2.7000  -1.77
N 3.8619 1.3410 -3.9906  -0.47
H 3.0661 0.7119 0.4721  0.01
H 3.4150 2.1934 1.3628  0.25
H 4.5688 1.5382 0.1945  0.42
H 2.3887 0.8825 -1.8520  -1.27
H 2.1090 2.4941 -2.4441  0.35
H 4.7852 1.2052 -2.0262  -0.36
H 5.8704 3.1156 -3.0361  0.45
H 4.8622 3.6934 -1.7294  0.33
H 4.4311 3.8651 -3.4680  0.41
H 4.6219 1.6357 -4.5977  0.28
H 3.0784 1.8556 -4.3868  0.27
C -3.5824 5.9368 -1.7284  -0.72
O -3.6259 5.2844 -0.4850  -0.37
C -3.6752 3.8872 -0.5491  -0.68
C -3.7424 3.2660 0.8595  -0.13
C -2.5599 3.5965 1.7472  -0.63
N -3.8080 1.7994 0.7933  -0.08
H -3.6676 6.9995 -1.5004  0.26
H -4.4535 5.7061 -2.3542  0.32
H -2.6629 5.7309 -2.2819  0.27
H -4.6344 3.6262 -1.0175  0.50
H -2.8580 3.3398 -1.0386  0.26
H -4.6300 3.6666 1.3597  0.48
H -1.6557 3.1455 1.3310  -0.43
H -2.6977 3.1450 2.7301  0.25
H -2.4309 4.6741 1.8530  0.71
H -3.0406 1.5100 0.1739  -0.27
H -4.5975 1.6071 0.1672  0.29
C -2.8492 -3.5236 5.8473  -0.75
O -2.9332 -2.2345 5.2873  -0.25
C -3.7257 -2.2133 4.1017  -0.51
C -3.5134 -0.8483 3.4888  1.80
C -4.0891 0.3316 4.2920  -1.55
N -4.1537 -0.7736 2.1683  -0.64
H -2.1877 -3.4691 6.7127  0.26
H -2.4780 -4.2522 5.1222  0.25
H -3.7981 -3.8649 6.2768  0.29
H -3.3318 -3.0157 3.4652  0.17
H -4.8002 -2.3710 4.2435  0.34
H -2.4441 -0.6183 3.3849  -0.65
H -3.4856 0.4345 5.1966  0.34
H -5.1445 0.2167 4.5420  0.37
H -4.0159 1.2280 3.6788  0.20
H -3.7280 -1.4419 1.5310  0.11
H -3.9719 0.1325 1.7275  0.49
C 4.2343 -2.1697 0.7476  -0.98
O 3.7688 -2.2102 -0.5724  0.02
C 4.8405 -2.0450 -1.5259  -0.68
C 4.3016 -2.4064 -2.8928  0.57
C 5.2483 -2.1250 -4.0600  -1.44
N 3.0377 -1.6751 -3.1798  -0.21
H 4.8624 -1.3052 0.9820  0.38
H 4.6918 -3.0877 1.1300  0.30
H 3.3521 -2.0663 1.3903  0.24
H 5.0940 -0.9815 -1.4892  0.02
H 5.6478 -2.7253 -1.2469  0.52
H 4.0633 -3.4738 -2.9092  0.26
H 5.5352 -1.0759 -4.1478  0.23
H 4.7647 -2.4627 -4.9772  0.35
H 6.2029 -2.6599 -4.0571  0.44
H 2.6225 -1.5896 -2.2541  -0.29
H 3.2738 -0.7321 -3.5049  0.42
C -0.6744 0.4727 1.3892  -0.02
C -0.5684 0.6726 -0.1280  1.14
C 0.4729 -0.2498 -0.7574  0.50
O -1.8415 0.4172 -0.7334  -0.86
H -1.4742 1.0151 1.8862  0.10
H 0.3076 0.7753 1.7698  0.47
H -0.7764 -0.5882 1.6305  -0.59
H -0.3070 1.7179 -0.3071  -0.47
H 0.2069 -1.2830 -0.5088  -0.68
H 1.4743 -0.1302 -0.3340  -0.77
H 0.5387 -0.1952 -1.8430  0.59
H -2.0835 -0.4959 -0.4707  -0.11
C 0.1182 5.0985 -0.7819  -0.29
C 1.0553 5.3695 0.4014  -0.13
C 0.8054 4.3640 1.5184  -0.45
O 2.3989 5.1997 -0.0696  -0.65
H 0.4362 4.1979 -1.3134  -0.10
H 0.1775 5.9472 -1.4630  0.37
H -0.9099 4.9221 -0.4575  -0.09
H 1.0511 6.4274 0.6612  0.47
H -0.1472 4.5919 1.9941  0.40
H 1.5367 4.4963 2.3182  0.43
H 0.8579 3.3623 1.0915  -0.34
H 2.4733 4.3014 -0.4378  0.40
C -2.2907 -2.8751 -2.4681  -0.74
C -3.2622 -2.3281 -1.4325  0.46
C -4.5291 -3.1664 -1.3161  -1.66
O -2.6201 -2.2515 -0.1451  0.62
H -2.7256 -2.8191 -3.4656  0.76
H -2.0079 -3.9067 -2.2349  0.36
H -1.3522 -2.3174 -2.4550  -0.51
H -3.4901 -1.3181 -1.7792  0.46
H -4.2975 -4.0190 -0.6736  0.23
H -4.8803 -3.4758 -2.3006  0.42
H -5.3519 -2.6563 -0.8135  0.40
H -2.2362 -3.1306 0.0012  -0.58
C 0.5451 -4.6317 -0.1826  -0.74
C -0.3534 -5.0075 0.9802  0.20
C -0.2637 -3.9465 2.0712  -0.40
O -1.7245 -5.0438 0.5303  -0.55
H 0.6154 -5.4307 -0.9214  0.43
H 1.5201 -4.3424 0.2195  0.20
H 0.2079 -3.7267 -0.6921  -0.15
H -0.1554 -6.0031 1.3881  0.56
H -1.0558 -4.1776 2.7825  0.01
H -0.4622 -2.9710 1.6170  -0.43
H 0.7261 -3.8532 2.5121  0.51
H -1.8813 -5.9177 0.1627  0.28
C -0.2327 -2.3703 -4.2884  -0.38
C 0.5583 -3.1266 -5.3486  0.69
C -0.1497 -3.2604 -6.6805  -1.62
O 1.8288 -2.5186 -5.5507  -0.64
H -0.3489 -1.2950 -4.4385  0.28
H 0.3326 -2.4536 -3.3576  0.07
H -1.2010 -2.8402 -4.0978  0.00
H 0.7315 -4.1132 -4.8917  0.13
H -1.1053 -3.7790 -6.5974  0.36
H 0.4335 -3.8053 -7.4245  0.42
H -0.3000 -2.2606 -7.0947  0.38
H 2.2278 -2.3423 -4.6562  0.36
C -0.3295 1.4326 4.8727  -0.46
C 1.1096 1.2542 5.3242  0.61
C 1.8657 2.5127 4.8943  -1.08
O 1.1453 1.2607 6.7509  -0.55
H -1.0011 0.5795 4.9761  0.10
H -0.3156 1.8527 3.8677  -0.19
H -0.8225 2.2002 5.4767  0.46
H 1.6467 0.4370 4.8323  0.13
H 1.8731 2.6620 3.8102  -0.16
H 2.9202 2.4286 5.1798  0.51
H 1.4463 3.4241 5.3210  0.32
H 2.0306 1.4903 7.0465  0.34

[2]
The following is a quantum chemistry calculation of C16H25ClNO6P2Y as an isolated structure, from the OMol25 dataset.

The total charge is +2. As for the multiplicity: 1. As for the gap between HOMO and LUMO: 6.860 eV. As for the HOMO energy: -0.538 Ha.

Last column: Mulliken charge in e.
Geometry (Å):
C 0.0917 -0.0275 -5.1835  -1.01
C 0.4371 -0.0068 -3.7444  0.84
H 1.0158 0.0424 -5.7637  0.36
H -0.5462 0.8231 -5.4403  0.30
H -0.4339 -0.9521 -5.4378  0.36
O 1.4757 0.2601 -3.1962  -0.38
Cl -1.0502 -0.4700 -2.5942  -0.32
Y -0.7218 -0.0102 0.2712  0.52
P -0.2156 2.6295 -0.3542  0.98
C 1.1440 3.6461 0.3061  -1.34
C -0.0883 3.1048 -2.1100  -1.28
H -0.1126 4.2001 -2.1689  0.48
H -1.5976 4.6127 0.0253  0.41
H -0.9153 2.6933 -2.6944  0.34
H -2.5748 3.1668 -0.2981  0.40
H 2.1045 3.3641 -0.1456  0.43
H 0.8564 2.7360 -2.5298  0.35
C -1.6955 3.5433 0.2260  -1.21
H 0.9361 4.6990 0.0597  0.42
H -1.8492 3.3742 1.2949  0.35
H 1.2385 3.5377 1.3902  0.41
P 0.2149 -2.9132 -0.3114  0.77
C 1.5487 -3.8215 0.5756  -1.27
C -1.2507 -3.7029 0.5212  -1.28
H -0.4980 -3.4959 -2.5970  0.32
H 0.0723 -4.9348 -1.7092  0.41
H 1.2380 -3.7576 -2.3626  0.39
C 0.2533 -3.8654 -1.8930  -1.22
H -2.1805 -3.3508 0.0595  0.40
H -1.2022 -4.7970 0.4357  0.41
H 1.3620 -4.9084 0.5390  0.40
H 1.6008 -3.4943 1.6235  0.37
H -1.2598 -3.4230 1.5824  0.38
H 2.5133 -3.6146 0.0936  0.39
C 1.6133 0.4914 0.1307  0.41
O 2.7268 0.7507 -0.0484  -0.10
O -0.4110 -0.3636 2.4986  -0.86
C -1.3701 0.4221 2.9077  1.55
O -2.0975 0.9842 2.0062  -0.89
C -1.5017 0.6390 4.3868  0.03
C -2.2223 1.7267 4.9258  -0.38
C -2.1416 2.0497 6.2819  -0.57
C -1.3982 1.2213 7.1511  0.02
C -0.6762 0.1401 6.6219  -0.41
C -0.7452 -0.1649 5.2668  -0.34
N -1.3930 1.3704 8.5727  0.92
O -2.0345 2.3016 9.0981  -0.54
O -0.7587 0.5088 9.2283  -0.54
H -2.8654 2.3229 4.2770  0.44
H -2.6857 2.8978 6.6864  0.47
H -0.1038 -0.4911 7.2881  0.48
H -0.2105 -1.0455 4.9212  0.41

[3]
The following is a quantum chemistry calculation of C8H17Br2FO3V as an isolated structure, from the OMol25 dataset.

The total charge is -1. As for the multiplicity: 3. As for the gap between HOMO and LUMO (alpha / beta): 7.535 / 7.736 eV. The expectation value of S² is 2.012. As for the HOMO energy (alpha / beta): -0.173 / -0.180 Ha.

Last column: Mulliken charge in e.
Geometry (Å):
V 18.5252 12.7471 1.4369  1.04
C 18.8883 9.7753 -0.5544  -1.12
C 19.9557 10.8400 -0.7259  -0.32
O 19.5686 12.0365 -0.1779  -0.63
H 18.7420 9.5225 0.4976  0.23
H 19.2077 8.8219 -1.0108  0.39
H 17.9315 10.0532 -0.9950  0.22
H 20.1734 10.9817 -1.7994  0.26
H 20.8772 10.3895 -0.3026  0.27
F 17.6469 11.2674 2.3002  -0.59
Br 20.5102 13.0054 3.0650  -0.60
Br 16.3093 13.3165 0.0489  -0.65
C 21.1649 14.6695 -0.3469  -0.90
C 19.8668 15.2865 0.0355  0.89
O 19.0493 14.6442 0.6430  -0.02
C 19.5614 16.6817 -0.4201  -1.28
H 21.8804 14.8322 0.4685  0.28
H 21.6176 15.0676 -1.2547  0.40
H 21.0342 13.5872 -0.4256  0.04
H 18.5209 16.9676 -0.3171  0.31
H 19.8675 16.7505 -1.4666  0.37
H 20.2128 17.3659 0.1342  0.32
C 15.5922 13.4314 4.3439  -1.05
C 16.5931 14.3337 3.6912  0.73
O 17.4730 13.8755 3.0141  -0.34
C 16.5617 15.7957 4.0251  -1.17
H 16.0526 12.5034 4.6733  0.30
H 14.8360 13.1546 3.6013  0.25
H 15.0662 13.9303 5.1586  0.40
H 15.5652 16.1697 4.2518  0.40
H 16.9475 16.3717 3.1807  0.27
H 17.2563 15.9975 4.8432  0.30

[4]
The following is a quantum chemistry calculation of C18H26N3O10P2SiTi as an isolated structure, from the OMol25 dataset.

The total charge is -1. As for the multiplicity: 1. As for the gap between HOMO and LUMO (alpha / beta): 5.521 / 5.520 eV. As for the HOMO energy (alpha / beta): -0.117 / -0.116 Ha.

Last column: Mulliken charge in e.
Geometry (Å):
Ti -0.2303 0.3095 0.8981  0.59
N -4.8817 -0.0854 0.0263  -0.23
C -3.9067 0.4317 1.0666  0.56
C -4.6732 0.9962 2.2509  -1.91
P -2.9551 -1.0911 1.5199  1.05
O -2.5771 -0.8945 3.0575  -0.56
O -3.9014 -2.2166 1.3094  -0.89
O -1.6380 -1.1108 0.7325  -0.49
P -2.9664 1.7369 0.0882  1.21
O -2.9531 1.0425 -1.2746  -0.99
O -3.7110 3.0086 0.2386  -0.84
O -1.5481 1.7215 0.7558  -0.64
H -5.0569 -1.0822 0.2277  0.39
H -4.3541 0.0694 -0.8714  0.30
H -5.7312 0.4732 0.0172  0.35
H -5.2729 0.2334 2.7548  0.46
H -5.3020 1.8228 1.9137  0.50
H -3.9683 1.4024 2.9730  0.33
H -1.6841 -0.5077 3.1621  0.44
H -1.3100 0.3913 -1.4221  0.23
O 0.0436 0.2300 2.7206  -0.69
C 1.0775 -0.0954 3.4783  -1.02
C 2.3437 -0.3587 2.9270  0.97
C 3.4381 -0.6702 3.7649  -0.72
C 4.6808 -0.9137 3.2337  -0.20
C 4.9351 -0.8666 1.8618  -0.78
C 3.8772 -0.5640 1.0270  -0.31
C 2.5929 -0.3140 1.5175  0.05
O 1.6224 -0.0450 0.6479  0.15
N 5.7825 -1.2331 4.1432  1.03
O 6.8812 -1.4508 3.6595  -0.66
O 5.5569 -1.2718 5.3407  -0.64
H 0.9175 -0.0964 4.5516  0.33
H 3.3003 -0.7169 4.8360  0.48
H 5.9265 -1.0644 1.4867  0.49
H 4.0164 -0.5136 -0.0459  0.43
C 0.4898 -2.6992 -0.8444  -0.91
Si 0.0584 -1.3754 -2.0848  0.68
C 1.4934 -1.2021 -3.2711  -1.21
C -1.5129 -1.8958 -2.9578  -1.13
N -0.2809 0.2460 -1.3881  0.53
C 0.2784 1.3591 -2.1133  -0.02
C -0.3811 1.8591 -3.2333  -0.28
C 0.1453 2.9289 -3.9385  -0.72
C 1.3433 3.5077 -3.5414  -0.46
C 1.9996 3.0149 -2.4238  -0.86
C 1.4685 1.9512 -1.7074  0.02
H 0.5140 -3.6538 -1.3802  0.44
H -0.2625 -2.7786 -0.0590  0.19
H 1.4642 -2.5384 -0.3843  0.15
H 1.7754 -2.1853 -3.6561  0.38
H 2.3585 -0.7823 -2.7516  0.31
H 1.2642 -0.5491 -4.1144  0.32
H -1.3967 -2.8717 -3.4355  0.39
H -1.8177 -1.1731 -3.7176  0.30
H -2.3192 -1.9724 -2.2235  0.22
H -1.3314 1.4247 -3.5181  0.35
H -0.3869 3.3175 -4.7980  0.39
H 1.7564 4.3421 -4.0940  0.38
H 2.9307 3.4629 -2.0997  0.43
H 1.9783 1.5570 -0.8388  0.35